[1]
Below is the molecule C5H16N3 at a distorted geometry, with properties calculated with ωB97M-V with the def2-TZVPD basis set.

Structure (XYZ):
```
24
Properties=species:S:1:pos:R:3:forces:R:3:lowdin_charge:R:1
N -1.362016 0.766232 -1.162957 1.3 0.4 1.5 0.10
C -0.346418 0.263506 -0.112889 -2.4 -0.6 -0.1 -0.38
C -1.025576 -0.951346 0.547980 1.0 0.7 0.8 -0.21
C -0.852889 -0.797130 2.120207 -1.1 -2.0 -1.6 -0.25
N -1.190374 -2.209644 2.491928 -0.9 -1.1 3.8 -0.08
C 0.925806 0.013539 -0.849192 -0.5 -0.8 -0.5 -0.26
N 1.399073 1.377590 -0.982872 2.1 -1.3 -2.1 -0.13
C 2.520511 1.465437 -1.952031 1.4 1.6 -0.2 -0.14
H -2.292934 0.396983 -1.044378 -1.2 -0.4 0.3 0.01
H -1.468334 1.773738 -1.187548 0.0 1.2 0.0 0.02
H -1.073100 0.482157 -2.081837 0.3 -0.3 -1.5 0.01
H -0.157974 1.076457 0.654192 -0.6 -0.9 -1.0 0.14
H -2.061099 -1.011010 0.243642 -0.3 0.0 0.3 0.06
H -0.596380 -1.946647 0.212400 -0.1 1.3 0.6 0.12
H 0.207201 -0.522988 2.224502 -0.3 -0.4 0.7 0.10
H -1.507194 -0.084773 2.672747 0.5 -0.1 -0.9 0.11
H -2.175782 -2.349368 2.985691 2.6 1.0 -1.6 0.12
H -0.555867 -2.569465 3.258951 -0.8 0.6 -1.2 0.07
H 0.722758 -0.459289 -1.900665 0.5 0.8 2.0 0.14
H 1.483400 -0.749445 -0.226429 0.2 0.9 -0.7 0.14
H 1.639142 1.730544 -0.096599 0.5 0.5 1.2 0.08
H 3.310025 2.242157 -1.702116 -1.2 -0.5 0.3 0.08
H 3.220712 0.578999 -2.108872 -1.6 0.5 0.0 0.09
H 2.050047 1.908664 -2.850820 0.6 -1.0 -0.1 0.07
```
Forces are in eV/Å.

Results
⟨S²⟩: 0.750
HOMO level (spin up / spin down), eV: -3.0 / -9.6
Energy above the lowest of the compared OMol25 structures with the same formula, charge and spin, kJ/mol: 310.6
LUMO level (spin up / spin down), eV: 0.8 / 0.7
Multiplicity: 2
Frontier orbital gap (spin up / spin down), eV: 3.8 / 10.3

---

[2]
Below is a structure of composition C45H48N5O2P2SSc at a distorted geometry, with properties calculated with ωB97M-V with the def2-TZVPD basis set.

Structure (XYZ):
```
104
Properties=species:S:1:pos:R:3:forces:R:3:lowdin_charge:R:1
Sc -0.055194 -0.530933 -1.021963 -0.4 0.4 -1.1 0.66
C -0.718737 2.157466 1.585565 -0.1 -0.2 -0.1 -0.29
N -1.864266 1.301663 1.853572 0.1 0.1 0.1 -0.18
C -2.805977 1.108228 0.763051 0.3 -0.3 -0.1 -0.29
P -2.550286 -0.613713 0.040253 -1.0 0.1 0.9 1.07
C -2.900761 -1.755615 1.409658 0.4 -0.1 -0.1 -0.38
C -1.799456 -2.331415 2.039616 -0.1 0.1 -0.1 -0.09
C -1.974135 -3.233374 3.078143 0.0 0.0 0.0 -0.05
C -3.257301 -3.565685 3.482069 0.0 0.0 0.0 -0.05
C -4.360186 -3.007042 2.846853 -0.1 0.0 0.0 -0.05
C -4.190678 -2.107682 1.808412 0.1 0.0 0.0 -0.10
C -4.022521 -0.896583 -0.998998 0.3 0.1 -0.3 -0.39
C -4.908661 0.118764 -1.357446 0.1 0.0 0.1 -0.11
C -6.035475 -0.180900 -2.116677 0.0 0.1 0.0 -0.07
C -6.280574 -1.484520 -2.516932 0.0 0.0 0.0 -0.06
C -5.400605 -2.500096 -2.160658 0.0 0.0 0.0 -0.05
C -4.270903 -2.206203 -1.416418 0.0 0.1 -0.1 -0.09
C -2.401814 1.457749 3.168743 -0.1 0.0 0.1 -0.21
C -1.791646 2.282332 4.115886 0.1 0.0 0.0 -0.03
C -2.307946 2.391000 5.400185 0.0 0.0 0.0 -0.07
C -3.443313 1.694009 5.771603 0.0 0.0 0.1 -0.08
C -4.065625 0.886390 4.833111 0.0 0.0 0.0 -0.06
C -3.552550 0.768080 3.552565 -0.1 0.0 0.0 -0.03
P 0.131889 1.899088 -0.045088 0.2 1.0 0.6 1.05
C 1.885432 2.158896 0.386323 0.0 -0.2 -0.1 -0.36
C 2.693715 3.013713 -0.357739 -0.1 0.0 0.0 -0.08
C 4.043869 3.119248 -0.058030 0.0 0.0 0.0 -0.06
C 4.594226 2.365275 0.968193 0.0 0.0 0.0 -0.06
C 3.796895 1.489188 1.691927 0.0 0.0 0.1 -0.06
C 2.448935 1.377038 1.396628 -0.1 0.1 0.0 -0.11
C -0.310066 3.373241 -1.016045 -0.1 -0.3 -0.3 -0.37
C -0.532155 3.227764 -2.384820 0.0 0.0 0.1 -0.10
C -0.868800 4.324416 -3.163705 0.0 0.0 -0.1 -0.06
C -0.986304 5.575524 -2.578433 0.0 0.0 0.0 -0.05
C -0.743799 5.732280 -1.219845 0.0 0.0 0.0 -0.05
C -0.395677 4.641024 -0.441714 0.0 0.0 0.0 -0.08
H 0.033876 1.951791 2.345811 0.0 0.1 -0.1 0.09
H -0.991401 3.217107 1.650226 0.1 0.0 0.0 0.10
H -2.631653 1.839113 -0.035736 -0.2 0.0 0.0 0.09
H -3.834185 1.208477 1.109244 0.0 0.1 0.0 0.10
H -0.807553 -2.068831 1.691046 0.0 -0.1 0.1 0.05
H -1.115929 -3.682600 3.560444 0.0 0.0 0.0 0.11
H -3.409664 -4.273465 4.285678 0.0 0.0 0.0 0.12
H -5.358982 -3.278298 3.162103 0.0 0.0 0.0 0.12
H -5.055080 -1.685641 1.310903 0.0 0.0 0.0 0.12
H -4.748371 1.136192 -1.019051 0.0 0.0 -0.1 0.10
H -6.729662 0.607746 -2.376344 0.0 0.0 0.0 0.12
H -7.163381 -1.713797 -3.098101 0.0 0.0 0.0 0.12
H -5.605273 -3.522219 -2.449343 0.0 0.0 0.0 0.12
H -3.586880 -2.997136 -1.131302 0.0 -0.1 0.0 0.12
H -0.913858 2.866941 3.884410 0.0 0.0 0.0 0.10
H -1.809414 3.037703 6.109738 0.0 0.0 0.0 0.11
H -3.838576 1.781208 6.773915 0.0 0.0 0.0 0.11
H -4.960232 0.336501 5.094606 0.0 0.0 0.0 0.11
H -4.061953 0.117537 2.862441 0.0 0.0 0.0 0.08
H 2.271620 3.598386 -1.164889 0.0 0.0 0.0 0.11
H 4.665644 3.799321 -0.624873 0.0 0.0 0.0 0.11
H 5.646124 2.457099 1.203018 0.0 0.0 0.0 0.11
H 4.224266 0.896726 2.490377 0.0 0.0 0.0 0.12
H 1.831452 0.681679 1.957202 0.0 0.0 0.1 0.10
H -0.417098 2.250520 -2.837608 0.0 0.1 0.0 0.07
H -1.024679 4.204523 -4.227784 0.0 0.0 0.0 0.11
H -1.251344 6.434207 -3.180142 0.0 0.0 0.0 0.12
H -0.815547 6.710915 -0.765082 0.0 0.0 0.0 0.12
H -0.163772 4.790345 0.604682 -0.1 0.0 0.0 0.11
C 5.574527 -3.144842 -2.049426 0.0 0.1 -0.1 -0.06
C 5.663439 -1.631265 -1.870111 0.1 -0.3 0.2 -0.17
N 4.503548 -0.914286 -2.423955 -0.3 0.0 0.3 -0.09
C 4.682035 -0.239984 -3.709626 -0.1 -0.1 -0.3 -0.23
C 4.467852 -1.180498 -4.892076 0.1 0.1 0.1 -0.06
C 3.348055 -0.917195 -1.771106 0.0 0.2 -0.2 -0.62
S 1.969896 -0.156745 -2.528577 -0.4 0.0 0.1 0.75
N 3.364628 -1.504864 -0.563493 0.0 -0.2 0.3 0.14
C 2.395598 -1.740353 0.274294 0.8 -0.2 -0.3 -0.36
O 1.139378 -1.437764 0.091984 0.7 -0.6 0.8 -0.18
C 2.768609 -2.448286 1.513457 -0.2 0.0 0.2 -0.14
C 3.978650 -3.143996 1.584865 0.0 0.1 -0.1 0.00
C 4.314941 -3.850568 2.724269 0.0 0.0 0.0 -0.05
C 3.450649 -3.865526 3.811581 0.0 0.0 -0.1 -0.05
C 2.253427 -3.165493 3.754486 -0.1 0.0 0.1 -0.06
C 1.909486 -2.462891 2.613659 0.0 0.1 -0.1 -0.02
H 6.419757 -3.613864 -1.546504 0.0 0.0 0.0 0.09
H 5.607232 -3.425226 -3.100870 0.0 0.0 0.0 0.07
H 4.652740 -3.533734 -1.619664 0.0 0.0 0.0 0.07
H 6.549692 -1.253152 -2.375694 0.0 0.1 0.0 0.12
H 5.730915 -1.389645 -0.811465 0.1 0.1 0.0 0.11
H 5.693474 0.163847 -3.728666 0.0 0.0 0.1 0.13
H 3.981478 0.589537 -3.760207 0.1 0.1 0.0 0.07
H 5.187128 -1.997609 -4.872196 0.0 0.0 -0.1 0.07
H 4.600973 -0.633800 -5.824500 0.0 0.0 0.0 0.09
H 3.461273 -1.597930 -4.869074 0.0 0.0 0.0 0.07
H 4.641601 -3.130177 0.734435 0.0 0.0 -0.1 0.10
H 5.247615 -4.396852 2.756321 0.0 0.0 0.0 0.12
H 3.711723 -4.423352 4.700670 0.0 0.0 0.0 0.12
H 1.586864 -3.168521 4.606689 0.0 0.0 0.0 0.11
H 0.983071 -1.903709 2.581822 0.0 0.0 0.0 0.09
N -2.756531 0.597194 -4.065897 -0.2 0.0 0.1 0.25
C -1.512048 0.210002 -3.812671 0.3 -0.2 -0.2 -0.59
N -0.592798 0.280224 -4.776730 0.0 0.0 -0.1 0.22
O -1.175863 -0.202076 -2.657492 -0.5 0.2 -0.6 -0.19
H -3.051396 0.870316 -4.988557 0.0 0.0 0.0 0.14
H -3.467516 0.474019 -3.359865 0.0 -0.1 0.1 0.10
H -0.813185 0.549202 -5.720444 0.0 0.0 0.0 0.14
H 0.351038 -0.010801 -4.573099 0.0 -0.1 0.1 0.06
```
Forces are in eV/Å.

Results
HOMO level, eV: -12.3
Energy above the lowest of the compared OMol25 structures with the same formula, charge and spin, kJ/mol: 50.3
Total charge: +2
LUMO level, eV: -5.5
Frontier orbital gap, eV: 6.8

---

[3]
Below is a structure of composition C35H35AuN3O3P2 at a distorted geometry, with properties calculated with ωB97M-V with the def2-TZVPD basis set.

Structure (XYZ):
```
79
Properties=species:S:1:pos:R:3:forces:R:3:lowdin_charge:R:1
C -2.808967 1.890884 -4.184386 0.1 -1.1 0.8 -0.03
C -2.459970 0.591065 -3.817760 0.0 -0.3 -0.7 -0.20
C -1.060753 0.218348 -3.967317 1.1 0.0 -1.3 -0.18
C -0.047461 1.244641 -3.870745 -0.6 0.0 0.5 -0.15
C -0.510859 2.574594 -3.884180 0.0 0.8 -0.3 -0.01
C -1.822268 2.882620 -4.235525 1.2 0.3 0.1 -0.04
C 1.315761 0.900161 -3.622738 -2.2 -2.0 2.1 0.11
C 1.577969 -0.504227 -3.536162 -0.4 0.0 0.4 -0.16
C 0.501512 -1.451101 -3.676992 0.4 0.5 -1.4 -0.19
C 0.710811 -2.821577 -3.248601 -0.4 -0.6 -0.8 -0.21
C 2.017254 -3.295708 -3.221682 -0.9 0.2 0.6 -0.02
C 3.086932 -2.393616 -3.205916 0.4 1.2 -0.2 -0.04
C 2.838764 -1.026759 -3.201419 0.9 -0.2 0.0 -0.01
H -3.860325 2.146294 -4.313500 0.2 0.0 0.2 0.13
H 0.241151 3.340884 -3.685025 -0.4 0.0 -0.3 0.13
H -2.079715 3.903804 -4.503395 0.0 -0.1 0.3 0.12
H 1.731310 1.458674 -2.762864 1.0 0.7 -1.5 0.16
H 2.204753 -4.356092 -3.078324 0.0 0.1 0.1 0.12
H 4.114650 -2.745307 -3.191965 -0.2 0.0 0.3 0.12
H 3.615383 -0.286253 -3.008726 0.1 -0.4 -0.2 0.13
N -0.649877 -1.042482 -4.262367 -1.7 -0.6 3.6 0.21
Au -1.129070 -0.747507 0.166656 -0.6 -0.5 -1.9 0.74
C -3.439909 -0.392138 -3.155537 0.5 0.0 -0.6 -0.24
H -3.230536 -1.437590 -3.484681 -0.2 0.7 0.1 0.09
H -4.508227 -0.126287 -3.365919 0.8 -0.2 0.3 0.11
C -0.486643 -3.643439 -2.743451 0.5 0.7 -1.2 -0.25
H -1.391048 -3.429740 -3.356959 0.6 -0.1 0.4 0.09
H -0.277199 -4.741151 -2.739788 -0.1 0.8 0.1 0.11
P -3.106935 -0.313905 -1.305794 -1.0 0.4 -0.3 0.80
P -0.840787 -3.047387 -1.003260 -0.2 -1.1 0.0 0.83
C 0.535570 -3.729203 -0.006537 0.3 0.1 0.1 -0.24
H 0.151540 -4.093428 0.958652 0.1 0.2 -0.3 0.06
H 1.051553 -4.556191 -0.522716 -0.3 0.3 0.2 0.06
H 1.259029 -2.927964 0.200723 -0.1 -0.2 0.0 0.03
C -2.259814 -4.074688 -0.503948 -0.1 -0.4 -0.2 -0.27
H -2.000842 -5.145628 -0.547442 -0.1 0.3 0.0 0.06
H -2.554775 -3.820798 0.518759 0.0 0.0 -0.1 0.04
H -3.106316 -3.882430 -1.177122 0.2 -0.1 0.2 0.03
C -3.447193 1.418866 -0.853365 0.1 0.3 0.0 -0.25
H -4.250750 1.867138 -1.454687 0.1 -0.2 0.0 0.06
H -3.746152 1.465380 0.203312 0.1 -0.1 -0.2 0.06
H -2.533481 2.017426 -0.967398 -0.1 -0.1 0.0 0.03
C -4.502863 -1.220472 -0.581176 -0.5 -0.2 -0.2 -0.27
H -4.421697 -1.196063 0.509028 0.0 0.0 -0.1 0.04
H -5.461044 -0.766683 -0.876174 0.2 -0.2 0.1 0.06
H -4.485571 -2.267858 -0.906349 -0.1 0.3 0.1 0.03
C -1.563197 -1.145836 1.963067 -1.1 -1.2 4.8 -0.22
O -1.739657 -1.320922 3.081426 0.3 0.4 -2.4 0.16
H -0.335932 -0.159108 -1.083952 0.6 0.3 -2.0 -0.02
O -0.162930 2.659428 -0.365643 1.0 -1.2 1.3 0.00
C 0.479069 2.001535 0.476830 -0.5 1.4 -0.7 -0.54
N 1.439655 2.504512 1.352129 -0.6 0.5 -0.8 0.15
C 1.674935 1.549243 2.403465 0.9 0.1 0.8 -0.29
C 1.308720 0.265690 1.639424 0.3 -0.9 -0.1 -0.45
O 1.689207 -0.895233 1.802493 -0.6 1.2 0.3 0.03
N 0.387707 0.645371 0.712897 1.4 1.1 0.5 -0.03
C 3.094697 1.670568 2.961266 0.2 0.0 0.0 -0.15
C 4.094718 0.759468 2.625621 0.3 -0.1 0.2 -0.02
C 5.396631 0.903864 3.132187 -0.3 0.0 -0.2 -0.07
C 5.728062 1.976878 3.957432 -0.4 -0.1 -0.2 -0.08
C 4.727705 2.898402 4.277595 -0.3 0.1 -0.1 -0.07
C 3.419985 2.752711 3.791309 0.4 -0.2 0.1 -0.03
C 0.615401 1.645062 3.522789 0.0 -0.1 0.2 -0.16
C 0.654630 0.672221 4.529402 -0.3 0.0 0.1 -0.03
C -0.352781 0.626761 5.498139 0.0 0.1 -0.3 -0.07
C -1.397411 1.559182 5.444686 -0.1 0.1 -0.1 -0.09
C -1.421732 2.553245 4.457316 0.3 -0.2 0.0 -0.07
C -0.398125 2.609138 3.505754 0.0 -0.3 0.0 -0.03
H 1.547675 3.506623 1.495748 -0.2 -0.5 -0.1 0.16
H 3.853626 -0.103700 2.002141 0.1 0.3 0.2 0.10
H 6.146077 0.159629 2.863550 -0.1 0.2 0.1 0.10
H 6.744553 2.093183 4.336960 -0.3 0.0 -0.1 0.11
H 4.965443 3.746951 4.915135 -0.1 -0.1 -0.1 0.10
H 2.650240 3.473514 4.083813 0.3 -0.2 -0.1 0.12
H 1.463216 -0.066930 4.525967 -0.3 0.3 0.0 0.13
H -0.333583 -0.158067 6.263296 0.0 0.4 -0.3 0.11
H -2.208931 1.509305 6.173123 0.3 0.0 -0.2 0.10
H -2.235996 3.280738 4.389711 0.3 -0.3 0.2 0.11
H -0.404549 3.389428 2.739700 -0.1 -0.3 0.2 0.12
```
Forces are in eV/Å.

Results
⟨S²⟩: 2.027
HOMO level (spin up / spin down), eV: -8.7 / -10.0
Total charge: +1
LUMO level (spin up / spin down), eV: -4.5 / -6.7
Multiplicity: 3
Frontier orbital gap (spin up / spin down), eV: 4.3 / 3.3

---

[4]
Below is a structure of composition C5H5GaO4 at a distorted geometry, with properties calculated with ωB97M-V with the def2-TZVPD basis set.

Structure (XYZ):
```
15
Properties=species:S:1:pos:R:3:forces:R:3:lowdin_charge:R:1
O -1.576453 -1.368471 0.364836 -0.7 -1.5 0.1 -0.17
C -1.660118 -0.001653 0.473420 -0.4 2.4 0.5 -0.24
C -0.298165 0.688598 0.460045 -0.7 2.8 -0.4 -0.35
O 0.708819 -0.082071 0.438793 0.7 -1.1 0.9 -0.05
C 1.698447 -1.997341 -1.136994 0.2 -2.4 -3.3 -0.46
O 1.653408 -1.967965 -2.356613 -0.9 0.5 3.4 0.10
O 2.828571 -2.481363 -0.558253 0.3 0.9 0.5 0.04
Ga 0.097299 -1.871554 0.233291 1.5 1.0 -1.7 0.92
H -2.158010 0.328059 1.409675 0.1 -0.4 -0.4 0.15
H -2.252553 0.448810 -0.348965 0.2 -0.3 0.2 0.14
H 3.143393 -1.845772 0.106656 0.0 -0.3 0.1 0.12
C -0.115824 2.118726 0.454532 0.3 -1.7 0.1 -0.24
C -1.053292 3.063640 0.119716 -0.3 0.2 -0.3 0.00
H 0.927558 2.411628 0.650401 -0.3 -0.2 0.1 0.08
H -1.943079 2.556728 -0.310540 -0.1 0.0 0.3 -0.04
```
Forces are in eV/Å.

Results
HOMO level (spin up / spin down), eV: -7.1 / -7.1
LUMO level (spin up / spin down), eV: -2.8 / -2.8
Frontier orbital gap (spin up / spin down), eV: 4.3 / 4.3

---

no.,E (eV)
1,-9909.566
2,-109096.393
3,-69735.431
4,-65826.706